The following is a quantum chemistry calculation of a structure of composition C6H11NO2, from OMol25.

For the highest occupied orbital energy, the calculation gives -0.2602 Eh. For the energy above the lowest of the compared OMol25 structures with the same formula, charge and spin, the calculation gives 575.0 kJ/mol. The value obtained for the electronic energy is -11980.3092 eV. The calculation puts the molar mass at 129.16 g mol⁻¹.

Geometry (Å):
C (-0.9773, 0.0222, 0.3078)
C (0.3302, -0.4352, 0.5274)
C (-1.3993, -1.8533, -0.3265)
C (-0.5789, -0.1689, 1.7161)
C (2.4475, 1.3317, -0.6070)
C (1.3735, 1.2411, 0.4692)
N (-1.6317, 0.9241, -0.4442)
O (-1.2237, -1.7818, -1.7224)
O (1.2200, 2.1338, 1.2698)
H (-0.2997, -1.9624, -1.9274)
H (1.0399, -1.1720, 0.1962)
H (-1.6141, 0.7756, -1.4440)
H (-2.0291, 1.7232, 0.0278)
H (-2.4670, -1.8424, -0.1147)
H (-0.9432, -2.7365, 0.1305)
H (-1.0149, -0.9940, 2.2683)
H (-0.3451, 0.7070, 2.3130)
H (2.0228, 1.8278, -1.4823)
H (3.2996, 1.9206, -0.2578)
H (2.7904, 0.3391, -0.8998)